1.
C44H78O31S4 | ωB97M-V with the def2-TZVPD basis set

```
! wB97M-V def2-TZVPD RIJCOSX def2/J DEFGRID3
* xyz 0 1
C 0.34 9.57 13.07
C -0.87 10.36 13.58
C -0.97 10.19 15.05
O -1.09 11.55 15.49
C -0.78 12.45 14.51
O -0.60 13.62 14.80
O -0.72 11.80 13.37
H 0.75 9.65 12.07
H 0.15 8.50 13.21
H 1.25 9.86 13.59
H -1.76 9.97 13.09
H -0.13 9.62 15.46
H -1.87 9.67 15.36
C 9.22 11.03 22.98
C 8.70 12.38 23.50
C 9.15 13.57 22.56
O 8.02 14.16 22.19
C 6.88 13.39 22.58
O 5.68 13.76 22.55
O 7.27 12.29 23.24
H 10.30 11.05 23.11
H 9.09 10.83 21.92
H 8.67 10.29 23.57
H 8.98 12.43 24.55
H 9.74 13.21 21.72
H 9.75 14.26 23.15
C 2.82 13.17 13.50
C 4.28 12.79 13.76
C 4.92 13.32 14.93
O 5.08 12.32 15.94
C 4.70 11.16 15.37
O 4.84 10.03 15.87
O 4.18 11.38 14.18
H 2.69 14.09 12.92
H 2.26 13.37 14.41
H 2.33 12.37 12.94
H 4.80 12.80 12.80
H 4.33 14.13 15.35
H 5.91 13.65 14.61
C 1.17 8.32 18.92
C -0.22 8.48 18.35
C -1.11 7.34 18.81
O -2.01 7.97 19.60
C -1.86 9.22 19.78
O -2.60 10.02 20.43
O -0.82 9.56 19.10
H 1.74 7.55 18.39
H 1.16 8.10 19.99
H 1.90 9.13 18.83
H -0.12 8.57 17.27
H -0.46 6.61 19.29
H -1.62 6.98 17.91
C -1.10 17.64 13.89
C -0.24 16.56 14.57
C 0.98 15.97 13.82
O 2.04 15.93 14.63
C 1.67 16.57 15.75
O 2.46 16.66 16.71
O 0.39 16.95 15.75
H -1.62 17.18 13.05
H -0.60 18.57 13.64
H -1.86 18.12 14.49
H -1.01 15.91 15.00
H 0.97 16.70 13.01
H 0.59 15.03 13.43
C 4.84 7.15 25.82
C 5.60 7.43 24.54
C 6.74 8.45 24.73
O 7.83 7.57 24.46
C 7.51 6.30 24.24
O 8.21 5.38 24.01
O 6.19 6.13 24.19
H 3.99 7.83 25.86
H 5.58 7.22 26.61
H 4.41 6.15 25.95
H 4.90 7.75 23.76
H 6.73 8.68 25.80
H 6.65 9.28 24.03
C 2.46 12.64 19.19
C 3.49 11.54 19.24
C 4.94 11.96 19.54
O 5.34 11.22 20.65
C 4.30 10.61 21.17
O 4.32 10.06 22.20
O 3.23 10.75 20.39
H 2.63 13.65 19.56
H 1.43 12.30 19.26
H 2.47 12.86 18.12
H 3.47 10.89 18.36
H 5.04 13.02 19.77
H 5.53 11.74 18.65
C 9.76 9.56 16.17
C 8.35 10.25 16.02
C 8.08 11.36 16.98
O 8.30 12.59 16.30
C 8.47 12.31 14.99
O 8.86 13.13 14.11
O 8.37 10.94 14.80
H 10.52 10.01 15.53
H 9.66 8.50 15.94
H 9.96 9.59 17.24
H 7.54 9.53 16.09
H 8.79 11.38 17.81
H 7.08 11.24 17.41
C 1.50 10.87 24.86
C 2.80 11.54 25.22
C 2.78 13.09 25.30
O 3.37 13.25 26.61
C 3.33 12.12 27.33
O 3.67 12.06 28.46
O 3.09 11.12 26.52
H 1.44 9.83 25.18
H 1.30 11.09 23.81
H 0.67 11.34 25.39
H 3.71 11.17 24.76
H 1.78 13.48 25.16
H 3.54 13.48 24.62
C 5.28 6.57 14.80
S 5.68 5.71 16.40
O 7.09 5.98 16.80
C 4.67 6.96 17.40
H 4.20 6.45 14.67
H 6.00 6.06 14.15
H 5.56 7.61 14.96
H 5.12 7.94 17.22
H 4.68 6.64 18.44
H 3.69 7.12 16.95
C 6.79 6.90 20.57
S 8.23 7.39 19.51
O 9.19 8.30 20.23
C 8.91 5.72 19.46
H 6.26 6.14 20.00
H 6.13 7.76 20.69
H 6.90 6.47 21.56
H 8.14 5.01 19.18
H 9.25 5.27 20.40
H 9.70 5.64 18.71
C 9.32 15.85 16.76
S 7.50 16.32 16.74
O 6.82 15.69 15.56
C 6.75 15.52 18.24
H 9.86 16.63 17.30
H 9.79 15.72 15.79
H 9.61 14.90 17.21
H 5.75 15.95 18.31
H 7.27 16.00 19.07
H 6.95 14.45 18.13
C 2.14 16.88 20.23
S 2.21 17.44 21.95
O 3.15 16.54 22.73
C 3.12 19.06 21.76
H 2.85 16.07 20.07
H 2.26 17.57 19.39
H 1.12 16.51 20.30
H 2.88 19.72 20.93
H 4.16 18.77 21.62
H 3.06 19.60 22.71
*
```

Values from the calculation:
HOMO (eV): -8.677
Orbital gap (eV): 8.2395
ΔE to the lowest compared entry with this formula, charge and spin (kcal per mole): 71.6
Strongest force on any atom (eV/A): 6.5
LUMO energy (eV): -0.437

=====

2.
C44H80O36 | ωB97M-V with the def2-TZVPD basis set

```
! wB97M-V def2-TZVPD RIJCOSX def2/J DEFGRID3
* xyz 0 1
C 1.38 3.60 3.74
C 0.06 3.31 4.47
O -0.94 4.15 3.91
C -2.15 4.27 4.40
O -2.56 3.77 5.48
O -2.83 5.03 3.58
C -4.08 5.41 3.99
H 2.11 2.97 4.25
H 1.73 4.63 3.73
H 1.43 3.25 2.70
H 0.13 3.48 5.55
H -0.30 2.31 4.24
H -4.06 6.23 4.70
H -4.60 4.57 4.47
H -4.74 5.74 3.19
C -5.59 -4.98 -1.38
C -4.72 -3.76 -1.14
O -5.45 -2.81 -0.47
C -5.13 -2.32 0.74
O -4.08 -2.36 1.36
O -6.24 -1.76 1.23
C -6.39 -1.20 2.52
H -5.05 -5.80 -1.85
H -6.53 -4.71 -1.85
H -5.79 -5.44 -0.41
H -4.48 -3.23 -2.06
H -3.76 -3.92 -0.66
H -7.32 -0.63 2.57
H -5.55 -0.53 2.68
H -6.27 -1.97 3.28
C 6.12 -0.90 -2.11
C 5.09 0.19 -2.10
O 3.77 -0.26 -2.04
C 3.12 -0.85 -3.14
O 3.45 -0.83 -4.31
O 2.11 -1.37 -2.69
C 1.09 -1.86 -3.64
H 6.15 -1.50 -1.20
H 7.13 -0.53 -2.25
H 6.10 -1.64 -2.91
H 5.17 0.90 -2.92
H 5.18 0.71 -1.15
H 0.24 -2.08 -3.01
H 1.49 -2.75 -4.11
H 0.80 -1.08 -4.34
C 7.35 4.34 -0.51
C 7.74 2.97 -0.98
O 7.07 1.87 -0.33
C 7.43 1.66 0.92
O 8.22 2.36 1.57
O 6.75 0.61 1.25
C 6.90 -0.17 2.45
H 7.68 4.53 0.51
H 6.29 4.59 -0.49
H 7.71 5.21 -1.07
H 8.80 2.96 -0.75
H 7.69 3.01 -2.07
H 6.73 -1.20 2.13
H 6.31 -0.01 3.35
H 7.92 -0.12 2.82
C -1.27 1.59 -2.61
C 0.10 1.46 -3.23
O 0.89 2.72 -3.16
C 0.68 3.59 -4.07
O -0.01 3.45 -5.07
O 1.23 4.68 -3.67
C 1.09 5.93 -4.37
H -1.23 1.76 -1.53
H -1.97 0.79 -2.81
H -1.74 2.50 -2.97
H -0.02 1.14 -4.27
H 0.62 0.65 -2.72
H 1.50 5.85 -5.38
H 1.52 6.75 -3.79
H 0.02 6.12 -4.42
C 2.84 0.42 1.77
C 2.13 -0.76 1.16
O 0.96 -0.44 0.47
C 0.00 -1.34 0.37
O 0.03 -2.47 0.89
O -0.85 -0.86 -0.51
C -1.90 -1.69 -1.00
H 2.12 0.98 2.36
H 3.14 1.05 0.93
H 3.70 0.22 2.41
H 1.85 -1.41 1.99
H 2.75 -1.32 0.45
H -2.69 -0.98 -1.25
H -2.32 -2.36 -0.25
H -1.66 -2.38 -1.81
C -2.68 1.95 1.56
C -4.11 1.89 0.92
O -4.94 3.16 0.97
C -5.82 3.21 2.05
O -5.93 2.35 2.91
O -6.55 4.32 1.89
C -7.47 4.68 2.79
H -2.03 2.67 1.08
H -2.14 1.01 1.44
H -2.86 2.02 2.63
H -4.65 1.09 1.42
H -3.81 1.51 -0.05
H -8.51 4.39 2.68
H -7.45 5.75 2.99
H -7.23 4.20 3.74
C -1.93 -6.57 -5.89
C -3.05 -5.53 -5.87
O -2.53 -4.24 -5.70
C -3.33 -3.09 -5.67
O -4.54 -3.09 -5.88
O -2.61 -2.04 -5.31
C -3.21 -0.85 -4.97
H -1.51 -6.42 -4.90
H -1.10 -6.45 -6.60
H -2.36 -7.54 -6.13
H -3.71 -5.84 -5.06
H -3.71 -5.44 -6.73
H -2.45 -0.10 -5.16
H -3.43 -0.89 -3.91
H -4.04 -0.58 -5.63
O -2.39 -5.52 -2.28
C -1.36 -5.50 -1.60
O -1.06 -5.95 -0.32
C 0.23 -5.51 0.02
C 0.79 -4.97 -1.28
O -0.36 -4.80 -2.06
H 0.10 -4.79 0.83
H 0.94 -6.30 0.26
H 1.58 -5.52 -1.79
H 1.16 -3.95 -1.13
O 4.31 3.36 1.76
C 3.96 4.06 0.80
O 3.46 3.61 -0.32
C 3.08 4.74 -1.06
C 3.78 6.01 -0.47
O 4.00 5.41 0.79
H 3.53 4.72 -2.05
H 2.02 5.01 -1.10
H 3.10 6.86 -0.43
H 4.67 6.18 -1.08
O 4.93 -2.19 3.33
C 3.93 -2.80 3.58
O 3.71 -4.12 3.29
C 2.40 -4.56 3.61
C 1.86 -3.25 4.21
O 2.95 -2.37 4.28
H 1.89 -4.77 2.67
H 2.39 -5.32 4.40
H 1.58 -3.40 5.25
H 1.04 -2.95 3.55
O -0.62 -1.81 6.51
C -1.28 -1.85 5.42
O -1.49 -2.91 4.69
C -2.40 -2.60 3.64
C -2.16 -1.16 3.47
O -1.90 -0.79 4.84
H -2.13 -3.12 2.72
H -3.46 -2.81 3.79
H -3.09 -0.78 3.06
H -1.33 -0.78 2.87
*
```

Values from the calculation:
HOMO (eV): -10.356
Orbital gap (eV): 10.5921
SMILES string: CCOC(=O)OC.CCOC(=O)OC.CCOC(=O)OC.CCOC(=O)OC.CCOC(=O)OC.CCOC(=O)OC.CCOC(=O)OC.CCOC(=O)OC.O=C1OCCO1.O=C1OCCO1.O=C1OCCO1.O=C1OCCO1
Strongest force on any atom (eV/A): 7.1
LUMO energy (eV): 0.236